19
Properties=species:S:1:pos:R:3:forces:R:3:lowdin_charge:R:1 method="wB97M-V/def2-TZVPD" orbital_gap_ev=10.214 relative_energy_kj_mol=116.0 e_tot_ha=-311.015080
C 1.814 0.944 -0.071 0.0 0.1 0.0 -0.040
C 1.459 -0.534 -0.010 0.2 0.1 0.1 -0.390
C 0.913 -0.972 1.323 0.0 0.0 0.0 -0.045
C -0.271 -1.540 1.163 -0.1 -0.1 0.0 -0.056
C -0.621 -1.570 -0.299 -0.2 -0.1 0.1 -0.199
O 0.411 -0.829 -0.936 0.0 0.0 0.0 -0.116
H 2.113 1.225 -1.085 0.0 0.0 0.1 0.082
H 2.645 1.164 0.609 -0.1 0.0 -0.1 0.082
H 0.949 1.550 0.219 0.1 -0.1 0.0 0.077
H 2.347 -1.129 -0.280 -0.1 0.0 0.0 0.144
H 1.448 -0.826 2.256 -0.1 0.0 -0.2 0.114
H -0.908 -1.949 1.941 0.1 0.1 -0.1 0.107
H -0.652 -2.600 -0.688 0.0 0.1 0.0 0.122
H -1.590 -1.102 -0.517 0.1 -0.1 0.0 0.103
C -2.014 1.633 -0.727 0.0 0.0 0.0 -0.054
H -2.974 1.373 -1.184 0.2 0.1 0.1 0.022
H -1.202 1.133 -1.260 -0.1 0.1 0.1 0.007
H -1.870 2.716 -0.771 0.0 -0.1 0.0 0.020
H -1.996 1.315 0.319 -0.1 0.0 -0.2 0.022

***

19
Properties=species:S:1:pos:R:3:forces:R:3:lowdin_charge:R:1 method="wB97M-V/def2-TZVPD" orbital_gap_ev=10.637 relative_energy_kj_mol=126.5 e_tot_ha=-311.011090
C 1.018 1.488 -1.324 -0.1 0.0 0.1 -0.001
C 0.251 1.306 -0.253 0.1 0.0 -0.1 -0.201
C -1.254 1.278 -0.277 0.0 0.1 0.0 -0.208
C -1.831 -0.131 -0.106 0.0 0.0 0.0 -0.166
C -1.463 -0.816 1.185 0.1 0.2 0.3 -0.269
O -0.863 -0.297 2.097 -0.3 -0.2 -0.4 0.040
H 2.103 1.486 -1.249 -0.2 0.0 0.0 0.051
H 0.595 1.644 -2.315 0.0 0.0 0.1 0.058
H 0.711 1.147 0.720 0.0 0.0 -0.2 0.094
H -1.644 1.919 0.523 0.1 -0.1 -0.1 0.117
H -1.616 1.687 -1.228 0.1 -0.1 0.1 0.110
H -1.523 -0.786 -0.933 0.0 0.1 0.1 0.120
H -2.931 -0.108 -0.144 0.1 0.0 0.0 0.120
H -1.801 -1.873 1.265 0.1 0.1 0.0 0.122
C 2.051 -1.591 0.410 0.0 0.0 0.0 -0.049
H 1.682 -1.170 1.348 0.1 -0.1 -0.1 0.013
H 2.498 -2.571 0.595 -0.1 0.1 0.0 0.018
H 2.799 -0.922 -0.024 -0.1 -0.1 0.1 0.017
H 1.219 -1.690 -0.293 0.1 0.0 0.1 0.013